110
Properties=species:S:1:pos:R:3 method="wB97M-V/def2-TZVPD" charge=+1 total_energy_ev=-199593.3170 e_homo_ev=-9.49 gap_ev=6.56 spin_multiplicity=1
Lu 10.93 13.88 13.13
C 4.30 11.34 16.73
C 5.66 11.75 16.32
C 6.61 10.80 15.93
C 7.92 11.15 15.59
C 8.31 12.45 15.83
C 7.47 13.50 16.18
C 6.13 13.12 16.43
S 9.98 12.96 15.61
O 10.47 12.13 14.41
O 9.80 14.35 14.97
N 10.91 12.94 16.83
C 11.91 14.05 16.72
C 12.86 13.79 15.56
O 13.98 13.42 15.96
O 12.61 14.04 14.33
H 3.64 12.23 16.76
H 4.08 10.74 17.61
H 3.87 10.73 15.91
H 6.36 9.73 15.76
H 8.65 10.48 15.23
H 7.80 14.51 16.28
H 5.44 13.96 16.58
H 12.51 14.04 17.67
H 11.37 14.95 16.32
N 15.71 13.67 13.87
C 16.67 14.73 14.01
C 17.78 14.53 14.86
C 18.58 15.63 15.22
C 18.19 16.87 14.79
C 17.24 17.04 13.79
C 16.55 15.89 13.24
P 15.43 16.05 11.80
C 14.94 17.82 11.74
C 14.54 18.37 12.95
C 14.42 19.74 12.99
C 14.68 20.57 11.85
C 14.82 20.00 10.62
C 15.00 18.60 10.59
C 16.61 15.92 10.49
C 18.04 16.07 10.71
C 18.87 15.97 9.58
C 18.36 15.61 8.30
C 17.00 15.35 8.16
C 16.11 15.68 9.19
H 14.74 13.55 15.30
H 16.20 12.76 13.70
H 17.99 13.57 15.39
H 19.42 15.52 15.91
H 18.57 17.87 15.26
H 16.94 18.04 13.51
H 14.43 17.68 13.85
H 14.11 20.31 13.86
H 14.64 21.64 12.12
H 14.86 20.54 9.68
H 15.12 18.13 9.58
H 18.47 16.18 11.70
H 19.90 16.17 9.78
H 18.99 15.38 7.44
H 16.59 14.87 7.30
H 15.03 15.68 9.08
C 7.71 13.59 12.27
O 9.05 13.29 12.00
C 9.34 12.35 10.97
C 8.36 11.69 10.34
C 8.71 10.40 9.76
Br 7.45 9.21 9.01
C 10.00 9.97 9.76
C 11.06 10.69 10.32
C 10.72 11.93 10.99
O 11.57 12.82 11.48
C 12.44 10.18 10.32
N 12.71 8.98 9.89
C 14.03 8.74 10.13
C 14.83 7.65 9.90
C 16.16 7.78 10.44
C 16.64 8.96 11.06
C 15.94 10.17 10.98
C 14.62 9.93 10.64
N 13.54 10.79 10.82
H 7.18 12.70 12.77
H 7.17 13.95 11.45
H 7.81 14.39 13.06
H 7.33 11.97 10.45
H 10.30 9.03 9.27
H 15.08 13.75 13.08
H 14.52 6.78 9.34
H 16.82 6.93 10.47
H 17.53 8.92 11.70
H 16.28 11.15 11.30
H 13.60 11.83 10.95
O 8.79 15.93 8.87
C 9.62 15.70 7.75
N 10.97 16.19 7.97
C 11.31 17.26 8.88
O 11.95 18.26 8.48
C 10.87 17.17 10.26
C 10.74 18.38 10.97
C 10.31 18.42 12.32
C 10.25 17.20 12.94
N 10.41 16.01 12.30
C 10.45 16.04 10.93
H 8.01 16.51 8.73
H 9.22 16.13 6.81
H 9.58 14.58 7.62
H 11.51 16.27 7.12
H 11.04 19.29 10.43
H 10.34 19.33 12.93
H 10.07 17.11 14.01
H 10.37 15.12 10.35